H5NOSi in the gas phase in a non-equilibrium geometry, computed with ωB97M-V/def2-TZVPD.

Values from the calculation:
gap between HOMO and LUMO = 10.9947 eV
highest occupied orbital energy = -10.1 eV
DFT total energy = -422.5175 a.u.
structure (SMILES) = N[SiH2]O

Geometry as ORCA input:
```
! RIJCOSX wB97M-V def2-TZVPD def2/J DEFGRID3
* xyz 0 1
N 0.5339 -0.0217 1.1766
O -1.1273 0.7721 -0.9463
Si 0.0035 -0.3295 -0.4847
H 1.4350 0.3421 1.2952
H 0.5517 -0.7778 1.7640
H -1.9137 1.2098 -0.6270
H 1.1542 0.4146 -1.3172
H -0.6373 -1.6096 -0.8607
*
```

=====

2 unconnected molecules or ions with the total composition H5NOSi in a non-equilibrium geometry, computed with ωB97M-V/def2-TZVPD.

Values from the calculation:
gap between HOMO and LUMO (spin up / spin down) = 10.3411 / 6.2590 eV
highest occupied orbital energy (spin up / spin down) = -10.4 / -6.7 eV
DFT total energy = -422.3451 a.u.

Geometry as ORCA input:
```
! RIJCOSX wB97M-V def2-TZVPD def2/J DEFGRID3
* xyz 0 1
N -2.1513 0.4371 -0.2169
O 2.1157 0.1594 -0.9134
Si 1.1241 -0.3782 0.2960
H -2.7862 0.7841 0.5665
H -2.2580 -0.6632 -0.2818
H 2.0969 1.1026 -1.3041
H 1.5309 0.1289 1.7051
H 0.3278 -1.5708 0.1485
*
```

=====

2 unconnected molecules or ions with the total composition H5NS3Si in a non-equilibrium geometry, computed with ωB97M-V/def2-TZVPD.

Values from the calculation:
gap between HOMO and LUMO = 9.0361 eV
highest occupied orbital energy = -8.9 eV
DFT total energy = -1541.8662 a.u.
structure (SMILES) = N[Si](=S)S.S

Geometry as ORCA input:
```
! RIJCOSX wB97M-V def2-TZVPD def2/J DEFGRID3
* xyz 0 1
N 0.6350 2.7834 -0.6071
Si 0.6244 1.0854 -0.5936
S -1.2063 -3.3802 1.3154
S -1.2215 0.5677 0.0926
S 1.9358 -0.2434 -1.3331
H 1.3413 3.4142 -0.8502
H -0.2855 3.1063 -0.3115
H 0.0114 -3.1804 1.5862
H -0.9044 -0.7072 0.5925
H -0.9302 -3.4458 0.1087
*
```

=====

H5NSSi in the gas phase in a non-equilibrium geometry, computed with ωB97M-V/def2-TZVPD.

Values from the calculation:
gap between HOMO and LUMO (spin up / spin down) = 5.9672 / 6.4996 eV
highest occupied orbital energy (spin up / spin down) = -5.3 / -9.0 eV
DFT total energy = -745.2365 a.u.
⟨S²⟩ = 2.007

Geometry as ORCA input:
```
! RIJCOSX wB97M-V def2-TZVPD def2/J DEFGRID3
* xyz 0 3
N -1.7275 -0.6353 0.0703
Si 1.5565 0.4042 -0.0697
S -0.6946 0.8452 -0.1734
H -2.4272 -0.4958 0.8393
H -2.3273 -0.8500 -0.7629
H 2.0386 0.3542 -1.5341
H 1.8343 1.2476 0.9805
H 1.7473 -0.8701 0.6499
*
```

=====

A molecular structure, H5O2 in a non-equilibrium geometry, computed with ωB97M-V/def2-TZVPD.

Values from the calculation:
gap between HOMO and LUMO = 14.8224 eV
highest occupied orbital energy = -19.2 eV
DFT total energy = -153.1816 a.u.

Geometry as ORCA input:
```
! RIJCOSX wB97M-V def2-TZVPD def2/J DEFGRID3
* xyz 1 1
O -0.8272 -0.8908 0.0556
H -1.7498 -0.6955 -0.1568
H -0.9001 -1.1851 0.9908
O 0.8153 0.8444 -0.1142
H 1.0576 0.8570 -1.0535
H 1.6997 1.0885 0.2278
H -0.0955 -0.0184 0.0504
*
```

=====

3 unconnected molecules or ions with the total composition H5O3 in a non-equilibrium geometry, computed with ωB97M-V/def2-TZVPD.

Values from the calculation:
gap between HOMO and LUMO = 8.7117 eV
highest occupied orbital energy = -3.7 eV
DFT total energy = -228.7279 a.u.

Geometry as ORCA input:
```
! RIJCOSX wB97M-V def2-TZVPD def2/J DEFGRID3
* xyz -1 1
O -0.3097 2.2214 -0.6420
H 0.3727 1.7569 -1.1293
O -0.3812 -1.1964 1.4666
H -0.0694 -0.4338 1.9895
H 0.0459 -1.1866 0.4578
O 0.7032 -1.0552 -0.8285
H -0.8185 1.4602 -0.4035
H 0.1340 -1.8238 -1.0111
*
```

=====

Per-record energy relative to the best compared isomer or geometry (same formula, charge and spin), kcal per mole: 11.7; 119.9; 27.4; 18.2; 5.5; 14.5